8
Properties=species:S:1:pos:R:3:forces:R:3 method="wB97M-V/def2-TZVPD" lumo_energy_ha="-0.4254 / -0.5729" e_tot_ha=-437.54841 charge=+2 multiplicity=4 homo_ev="-18.63 / -22.42" s_squared=3.7669 gap_ev="7.06 / 6.83"
H -0.993 0.665 1.633 0.00 0.16 -0.11
O -1.236 -1.071 0.326 0.48 2.81 -0.53
O -0.065 -1.216 -0.507 0.13 -0.38 0.20
C -0.778 0.260 0.641 -0.74 -0.31 -1.19
C 0.403 0.042 -0.241 3.52 -3.34 0.57
Au 2.326 0.262 0.243 0.57 -0.23 0.06
O -0.774 1.357 -0.610 -4.18 -0.14 0.57
H -0.440 2.169 -0.215 0.22 1.43 0.44

---

24
Properties=species:S:1:pos:R:3:forces:R:3 method="wB97M-V/def2-TZVPD" lumo_energy_ha=-0.1923 e_tot_ha=-604.03465 de_lowest_ev=7.384 charge=+1 multiplicity=1 homo_ev=-13.74 gap_ev=8.51
C 1.626 2.214 -0.687 -7.13 -5.85 -4.43
C 0.772 1.288 -1.360 6.09 6.48 3.41
C -0.313 0.322 -2.189 0.46 0.50 1.62
F -0.013 0.018 -3.608 -1.02 0.98 4.57
C -1.733 1.133 -1.837 2.00 0.26 -1.14
N -1.594 1.129 -0.300 1.02 -3.48 -0.02
C -0.928 -0.010 0.171 -1.56 1.73 -0.68
C -0.594 -0.270 1.775 0.51 1.44 -0.28
C 1.035 -0.496 1.993 1.10 -0.13 -0.30
C 1.609 -1.881 1.317 0.44 0.32 -0.49
F 2.860 -2.390 1.974 -3.23 1.41 -1.27
C -0.600 -0.935 -1.142 -0.81 0.46 -0.69
H 1.917 3.154 -0.017 -0.54 -2.65 -1.83
H -1.556 2.214 -2.275 -1.09 -2.18 1.09
H -2.644 0.499 -2.230 1.70 1.59 0.90
H -1.940 1.956 0.251 0.68 -1.45 -0.46
H -0.848 0.749 2.343 0.39 -2.21 -1.38
H -1.258 -1.103 2.263 1.28 1.38 -1.38
H 1.315 -0.483 3.130 -0.88 -0.10 -2.12
H 1.632 0.392 1.483 -1.47 -1.78 1.15
H 1.940 -1.605 0.204 -0.68 -0.94 2.48
H 0.775 -2.715 1.345 2.00 1.45 0.02
H -1.640 -1.374 -1.526 2.14 0.67 1.03
H 0.178 -1.807 -1.077 -1.42 2.09 0.19

---

12
Properties=species:S:1:pos:R:3:forces:R:3 method="wB97M-V/def2-TZVPD" lumo_energy_ha=0.0337 e_tot_ha=-248.47700 de_lowest_ev=1.347 multiplicity=1 homo_ev=-9.65 gap_ev=10.57
N 1.789 0.671 0.086 -0.03 -0.20 0.82
C 0.545 -0.027 0.509 0.05 0.20 -0.03
C -0.404 -0.217 -0.665 -0.30 0.41 0.24
C -1.856 -0.413 -0.310 0.42 -0.21 0.05
O -2.639 -0.960 -1.036 -0.33 -0.16 -0.06
H 2.576 0.119 0.413 0.06 -0.18 -0.37
H 1.893 1.495 0.669 -0.17 0.25 -0.28
H 0.025 0.556 1.280 0.09 -0.08 -0.02
H 0.799 -0.991 0.957 -0.11 0.00 -0.01
H -0.455 0.734 -1.210 0.33 -0.04 -0.18
H -0.082 -0.999 -1.341 0.03 -0.04 -0.23
H -2.191 0.031 0.648 -0.03 0.06 0.07

---

57
Properties=species:S:1:pos:R:3:forces:R:3 method="wB97M-V/def2-TZVPD" lumo_energy_ha=0.1709 e_tot_ha=-2843.38778 de_lowest_ev=0.003 charge=-2 multiplicity=1 homo_ev=-2.06 gap_ev=6.71
Pt -0.321 -0.025 0.406 -0.16 -0.10 0.62
O 0.167 -2.787 -2.577 -0.06 -0.08 0.00
C -0.392 -1.901 -1.944 -0.10 -0.12 0.02
O -0.111 -1.663 -0.705 0.21 0.02 -0.15
C -1.541 -1.171 -2.616 -0.01 0.04 0.01
C -2.176 -1.891 -3.631 0.02 0.02 -0.02
C -3.244 -1.380 -4.343 0.00 0.01 0.00
C -3.695 -0.096 -4.048 0.00 -0.01 0.00
C -3.082 0.632 -3.050 0.01 -0.01 -0.01
C -2.001 0.117 -2.312 -0.01 0.03 -0.02
S -1.316 1.221 -1.139 0.02 0.02 -0.09
H -1.777 -2.873 -3.850 0.00 0.00 0.00
H -3.718 -1.969 -5.120 0.00 0.00 0.00
H -4.531 0.333 -4.590 0.00 0.00 0.00
H -3.436 1.627 -2.807 0.01 0.00 0.00
C -2.923 3.978 1.117 0.01 0.01 0.00
C -3.093 3.614 2.585 0.02 0.01 0.04
C -1.836 3.012 3.258 -0.01 0.02 -0.04
C -2.158 2.751 4.736 0.01 0.02 0.03
C -0.997 2.161 5.524 0.00 0.02 -0.01
C -0.738 4.048 3.175 -0.03 -0.04 0.00
O -0.783 5.113 3.771 0.00 -0.01 -0.01
N 0.302 3.726 2.370 0.12 -0.04 -0.07
C 0.479 2.559 1.586 -0.09 0.04 0.22
O 1.470 2.516 0.889 0.15 -0.03 -0.09
N -0.456 1.578 1.686 -0.06 0.00 -0.04
C -1.529 1.683 2.541 -0.05 0.00 -0.13
O -2.315 0.771 2.700 -0.01 0.01 0.01
H -3.867 4.343 0.707 0.01 0.02 0.00
H -2.617 3.119 0.518 0.00 -0.02 -0.01
H -2.179 4.768 0.985 0.01 -0.01 0.00
H -3.886 2.873 2.700 0.01 -0.01 0.00
H -3.364 4.500 3.165 -0.03 -0.01 0.00
H -3.013 2.074 4.758 0.01 -0.02 0.00
H -2.463 3.706 5.169 -0.02 0.00 0.00
H -0.700 1.191 5.129 0.01 0.00 0.01
H -1.272 2.034 6.573 0.00 -0.01 0.00
H -0.126 2.820 5.491 0.00 0.00 0.01
H 1.051 4.395 2.271 -0.02 0.02 0.01
N 3.054 -0.490 0.008 -0.33 0.42 -0.12
C 3.239 -1.708 -0.515 0.10 -0.43 -0.12
N 3.545 -2.720 0.362 -0.15 -0.05 -0.09
N 3.243 -2.005 -1.805 -0.07 0.34 0.37
C 2.893 -0.966 -2.556 0.23 0.12 0.34
N 2.619 0.017 -3.106 -0.03 -0.06 -0.46
H 2.830 -0.369 0.990 0.18 -0.27 -0.09
H 2.612 0.191 -0.600 0.06 0.05 0.05
H 3.067 -2.651 1.251 0.13 0.07 0.05
H 3.422 -3.618 -0.079 -0.04 0.01 0.01
F 0.032 -3.385 4.076 -0.09 -0.01 0.02
C 1.262 -2.927 3.843 0.04 -0.02 -0.12
F 1.966 -3.047 4.978 0.02 0.01 0.09
F 1.834 -3.743 2.936 0.01 0.01 0.01
S 1.258 -1.180 3.258 0.07 0.11 0.21
O 2.670 -0.889 3.113 -0.03 -0.07 -0.24
O 0.572 -0.471 4.300 -0.03 -0.01 0.04
O 0.542 -1.329 1.996 -0.02 0.00 -0.22

---

53
Properties=species:S:1:pos:R:3:forces:R:3 method="wB97M-V/def2-TZVPD" lumo_energy_ha="-0.1477 / -0.2662" e_tot_ha=-1243.09152 charge=+1 multiplicity=2 homo_ev="-13.76 / -13.76" s_squared=0.7600 gap_ev="9.74 / 6.51"
C -2.208 -3.599 -1.085 1.36 -0.47 0.51
C -1.576 -2.270 -1.034 -1.32 0.05 -2.83
C -0.318 -1.991 -0.534 1.53 2.52 2.80
N 0.109 -0.691 -0.226 -0.81 -2.63 -2.44
H -1.891 -4.142 -1.994 -0.04 0.35 -0.01
H -1.905 -4.218 -0.263 0.22 -0.42 0.48
H -3.268 -3.569 -1.093 -1.05 0.33 -0.20
H -2.066 -1.593 -1.817 0.95 -0.10 1.68
H 0.364 -2.717 -0.054 -0.55 -0.11 -0.76
H 1.084 -0.463 -0.417 0.49 -0.17 1.06
H -0.412 0.040 -0.676 -0.57 0.71 -0.19
H 2.123 -0.804 2.363 0.38 0.20 -0.21
H 3.626 -1.136 2.219 0.57 -0.50 0.42
O 2.958 -0.555 1.876 -0.77 0.07 0.25
H 3.757 -0.198 0.358 -0.54 1.22 -1.91
H 3.477 1.153 -0.607 0.83 -2.89 0.33
O 3.718 0.146 -0.605 -0.51 1.98 1.30
H 1.211 1.567 1.720 -0.04 0.63 1.97
H 0.006 2.212 2.334 0.91 -0.01 0.82
O 0.887 1.870 2.633 -1.01 -0.20 -3.14
H -1.805 4.227 -0.951 -0.02 -1.03 1.52
H -1.928 3.170 0.372 -0.32 1.17 -1.64
O -1.353 3.716 -0.232 0.20 0.10 0.09
H 2.681 0.705 4.230 -0.71 -0.13 0.75
H 1.555 1.574 4.692 -0.28 0.66 0.03
O 1.935 0.720 4.877 0.97 -0.53 -0.56
H -3.632 -0.136 2.562 1.61 0.26 -0.63
H -2.329 -0.913 2.281 0.12 -0.26 0.23
O -2.708 -0.029 2.182 -1.63 -0.36 0.81
H 0.913 2.444 -1.882 -1.02 0.30 0.43
H -0.363 2.382 -0.785 0.80 1.05 -0.90
O 0.358 1.912 -1.268 0.39 -1.40 0.33
H -0.910 -0.093 -4.149 -0.37 -0.29 0.58
H -2.310 0.341 -3.654 0.61 -0.56 0.13
O -1.570 -0.266 -3.437 -0.19 0.84 -0.71
H 0.828 0.582 -3.222 0.01 0.35 -0.51
H 1.984 -0.213 -3.667 -0.51 0.95 -1.13
O 1.336 0.479 -4.053 0.12 -1.33 1.59
H 1.730 -1.331 -2.033 2.09 -0.27 -1.46
H 3.174 -0.792 -1.880 -0.27 -0.43 -0.63
O 2.612 -1.307 -2.541 -1.71 0.30 2.00
H -1.737 -2.131 4.239 0.36 1.08 1.75
H -0.636 -2.736 3.291 0.78 0.50 0.60
O -1.557 -2.656 3.498 -1.44 -1.51 -2.41
H 0.863 2.254 -4.139 0.20 -0.53 -0.47
H -0.093 3.358 -3.642 -0.59 0.12 -0.14
O 0.821 3.139 -3.784 0.57 0.76 0.53
H -2.929 1.263 0.979 0.02 -0.83 0.84
H -2.759 1.188 -0.512 0.10 -0.28 -0.55
O -3.131 1.729 0.176 -0.29 0.93 -0.32
H 0.079 -0.496 2.422 -0.19 -0.02 -0.14
H 0.621 -0.184 3.826 0.61 -1.87 -1.34
O 0.585 -0.941 3.108 -0.06 1.69 1.40